1.
An isolated molecule of C5H9NO, computed with ωB97M-V with the def2-TZVPD basis set.

XYZ file:
```
16
Properties=species:S:1:pos:R:3:lowdin_charge:R:1
C -1.09 -1.00 0.63 -0.037
C -0.27 0.15 0.02 -0.516
C -0.39 0.09 -1.51 -0.036
C 1.19 0.25 0.56 -0.231
O 2.04 -0.77 0.10 -0.042
C -0.81 1.43 0.51 -0.206
N -1.08 2.47 0.95 0.171
H -0.75 -1.97 0.25 0.091
H -1.04 -1.01 1.73 0.090
H -2.14 -0.88 0.35 0.090
H -1.44 0.19 -1.79 0.091
H -0.04 -0.88 -1.88 0.089
H 0.18 0.88 -2.01 0.092
H 1.57 1.24 0.26 0.128
H 1.13 0.26 1.66 0.129
H 2.94 -0.43 0.18 0.097
```

Results
LUMO energy = 0.0215 hartree
DFT total energy = -325.894332 Ha
E_HOMO = -10.8428 eV
ΔE to the lowest compared entry with this formula, charge and spin = 1.1762 eV
structure (SMILES) = CC(C)(C#N)CO
orbital gap = 11.43 eV


2.
A structure of composition C5H8O2, computed with ωB97M-V with the def2-TZVPD basis set.

XYZ file:
```
15
Properties=species:S:1:pos:R:3:lowdin_charge:R:1
C -0.83 -2.15 -0.57 0.024
C 0.10 -1.65 -1.34 -0.059
C 0.30 -1.34 0.07 -0.119
C -0.01 1.31 -0.40 -0.273
C -0.23 0.37 0.73 -0.264
O -0.23 2.58 0.18 -0.109
O 0.47 0.67 1.93 -0.069
H -1.78 -2.53 -0.37 0.078
H 0.27 -1.68 -2.36 0.075
H 1.19 -1.66 0.53 0.074
H 0.96 1.29 -0.83 0.106
H -0.78 1.24 -1.20 0.142
H -1.25 0.41 0.91 0.108
H 0.34 2.59 1.05 0.136
H 1.47 0.55 1.69 0.151
```

Results
LUMO energy = 0.0295 hartree
DFT total energy = -345.612884 Ha
E_HOMO = -8.4791 eV
ΔE to the lowest compared entry with this formula, charge and spin = 5.2266 eV
orbital gap = 9.28 eV


3.
A structure of composition C18H54BF4O9S9Y, computed with ωB97M-V with the def2-TZVPD basis set.

XYZ file:
```
96
Properties=species:S:1:pos:R:3:lowdin_charge:R:1
Y -2.23 -0.76 -0.84 1.293
B 0.52 -0.74 -0.08 -1.584
F -0.34 0.05 0.46 0.185
F 1.76 -0.16 -0.09 0.168
F 0.55 -1.93 0.64 0.129
F 0.07 -0.99 -1.35 0.095
C 4.84 0.38 1.73 -0.282
S 4.60 2.14 2.08 0.799
O 5.98 2.76 1.99 -0.554
C 3.77 2.68 0.56 -0.263
H 3.95 -0.23 1.57 0.036
H 5.24 -0.10 2.62 0.037
H 5.47 0.29 0.85 0.058
H 3.80 3.76 0.50 0.050
H 2.71 2.40 0.60 0.020
H 4.16 2.29 -0.38 0.051
C 0.34 5.32 3.80 -0.227
S 0.61 3.58 3.16 0.835
O -0.28 2.73 4.07 -0.573
C -0.19 3.79 1.49 -0.270
H 0.87 5.29 4.75 0.041
H -0.69 5.67 3.87 0.057
H 0.92 6.09 3.27 0.049
H 0.28 4.51 0.82 0.060
H -1.20 4.16 1.68 0.028
H -0.22 2.77 1.10 0.010
C -1.05 3.52 -3.10 -0.209
S -0.38 2.40 -1.77 0.944
O -1.45 1.31 -1.50 -0.646
C 1.08 1.78 -2.75 -0.191
H -0.42 4.38 -3.35 0.062
H -1.99 3.92 -2.72 0.046
H -1.12 3.00 -4.05 0.051
H 1.84 1.50 -2.02 0.029
H 1.53 2.46 -3.47 0.075
H 0.76 0.81 -3.12 0.042
C -2.17 -4.78 -2.73 -0.229
S -0.84 -4.14 -1.67 0.958
O -1.57 -2.95 -1.10 -0.670
C -0.97 -5.47 -0.41 -0.214
H -2.33 -4.09 -3.56 0.019
H -3.13 -4.77 -2.22 0.072
H -2.01 -5.80 -3.10 0.062
H -0.04 -5.55 0.15 0.054
H -1.14 -6.43 -0.91 0.052
H -1.81 -5.36 0.27 0.063
C -2.76 -0.97 3.62 -0.227
S -2.74 -2.37 2.49 0.946
O -2.20 -1.76 1.19 -0.678
C -1.34 -3.32 3.24 -0.195
H -3.78 -0.58 3.66 0.035
H -2.13 -0.16 3.26 0.050
H -2.52 -1.26 4.64 0.064
H -1.52 -3.48 4.30 0.060
H -0.48 -2.67 3.09 0.040
H -1.17 -4.29 2.78 0.048
C 2.83 -3.33 -4.03 -0.266
S 3.81 -1.81 -4.25 0.873
O 2.83 -0.93 -5.05 -0.606
C 3.66 -1.29 -2.47 -0.234
H 2.82 -3.79 -5.02 0.049
H 1.85 -2.99 -3.71 0.034
H 3.37 -4.03 -3.39 0.058
H 4.43 -1.90 -2.01 0.052
H 2.65 -1.47 -2.10 0.035
H 3.83 -0.22 -2.37 0.047
C -3.01 -1.93 -5.23 -0.238
S -2.21 -0.44 -4.52 0.952
O -1.87 -0.82 -3.03 -0.730
C -0.59 -0.65 -5.49 -0.201
H -3.67 -1.66 -6.05 0.064
H -3.46 -2.44 -4.38 0.038
H -2.24 -2.61 -5.60 0.048
H -0.02 0.28 -5.48 0.041
H -0.80 -1.02 -6.49 0.056
H 0.05 -1.46 -5.14 0.045
C 2.20 1.02 5.75 -0.235
S 3.07 0.00 4.47 0.830
O 3.50 -1.31 5.14 -0.552
C 1.53 -0.51 3.69 -0.270
H 2.81 0.94 6.66 0.053
H 1.17 0.72 5.90 0.045
H 2.03 2.07 5.53 0.030
H 0.96 0.30 3.24 0.045
H 0.91 -0.98 4.46 0.049
H 1.68 -1.29 2.94 0.046
C -5.11 1.62 1.72 -0.218
S -3.31 1.92 1.57 0.916
O -2.79 0.76 0.74 -0.687
C -3.48 3.30 0.37 -0.236
H -5.65 2.47 2.15 0.066
H -5.15 0.80 2.43 0.031
H -5.57 1.26 0.80 0.063
H -4.03 2.96 -0.51 0.064
H -2.51 3.62 -0.01 0.014
H -3.98 4.18 0.78 0.068
```

Results
LUMO energy (alpha / beta) = -0.0704 / -0.0716 hartree
DFT total energy = -5441.506400 Ha
⟨S²⟩ = 0.7504
E_HOMO (alpha / beta) = -6.0702 / -10.1238 eV
spin multiplicity = 2
charge = +1
orbital gap (alpha / beta) = 4.15 / 8.18 eV


4.
A structure of composition C12H18BBr3F4N4PRe, computed with ωB97M-V with the def2-TZVPD basis set.

XYZ file:
```
44
Properties=species:S:1:pos:R:3:lowdin_charge:R:1
Re 0.42 -0.01 0.29 0.890
Br 2.93 0.45 -0.16 0.784
C 2.46 2.19 -0.92 -0.798
Br 0.61 2.52 -0.38 0.807
H 2.51 2.13 -2.00 0.048
H 3.11 2.95 -0.50 0.048
F -5.11 0.74 -0.23 0.324
B -4.38 -0.23 0.23 -0.824
F -1.38 0.05 -0.20 -0.418
F -4.21 -1.37 -0.41 0.280
F -3.72 -0.07 1.38 0.208
C 1.25 -0.37 5.63 -0.073
N 1.01 0.93 5.01 -0.067
C -0.34 1.45 5.31 -0.090
N -1.36 0.56 4.76 -0.117
C -1.17 -0.77 5.33 -0.077
N 0.21 -1.20 5.00 -0.028
C 0.43 -1.56 3.63 -0.208
P 0.21 0.01 2.59 0.894
C 1.39 1.05 3.63 -0.237
C -1.43 0.57 3.32 -0.238
H 1.08 -0.32 6.70 0.162
H 2.24 -0.74 5.42 0.157
H -0.45 2.45 4.89 0.156
H -0.45 1.50 6.39 0.158
H -1.88 -1.48 4.92 0.157
H -1.27 -0.73 6.41 0.159
H -0.31 -2.29 3.30 0.114
H 1.44 -1.96 3.48 0.121
H 1.29 2.09 3.29 0.117
H 2.42 0.72 3.47 0.111
H -2.22 -0.08 2.96 0.091
H -1.64 1.58 2.95 0.124
Br -0.44 -6.52 -1.11 0.965
C -0.16 -4.76 -0.62 -0.658
C -1.15 -4.03 0.03 -0.049
C -0.91 -2.73 0.37 -0.118
N 0.26 -2.11 0.09 -0.167
C 1.22 -2.82 -0.55 -0.110
C 1.05 -4.13 -0.91 -0.054
H -2.11 -4.48 0.26 0.132
H -1.69 -2.13 0.84 0.106
H 2.15 -2.31 -0.77 0.086
H 1.85 -4.66 -1.41 0.132
```

Results
LUMO energy (alpha / beta) = -0.3921 / -0.4548 hartree
DFT total energy = -9252.170849 Ha
⟨S²⟩ = 3.7731
E_HOMO (alpha / beta) = -17.7670 / -17.7623 eV
spin multiplicity = 4
charge = +3
orbital gap (alpha / beta) = 7.10 / 5.39 eV


- The highest DFT total energy belongs to which entry?
  C5H9NO